1.
C9H64NO24 | ωB97M-V/def2-TZVPD

The geometry in XYZ format:
```
98
Properties=species:S:1:pos:R:3:forces:R:3:mulliken_charge:R:1
C 0.1947 0.4204 2.5991 1.605 -0.267 -1.037 -0.2210
C 0.5015 -0.1298 1.1486 -2.049 0.011 0.022 3.2825
C -0.5366 -1.2999 1.0600 2.441 -1.005 -0.431 -0.6698
C -0.7723 -1.9145 -0.2930 2.264 3.796 -0.491 -3.7967
C -1.3463 -0.7804 -1.1295 1.842 -0.024 -1.153 -0.0102
C -0.4331 0.5473 -1.1948 1.714 -2.053 -0.905 6.4234
N -0.0811 0.9098 0.1578 -1.616 0.712 1.763 0.3904
O 0.4431 2.2649 0.2744 -3.041 -9.762 2.134 0.4475
C -1.2972 1.6478 -1.8978 -0.770 0.415 1.193 -2.8080
C 0.9290 0.2812 -2.0111 -5.600 -0.916 3.114 0.2680
C 1.9639 -0.5977 0.9456 -0.877 -0.254 0.231 -1.7722
H -0.8017 0.8522 2.6932 2.044 -5.531 -4.624 -2.3192
H 0.7846 1.3026 2.8479 -0.224 -1.821 -0.864 -3.1542
H 0.2648 -0.3242 3.3920 0.638 -0.088 -0.507 0.8515
H -1.5189 -1.0415 1.4554 1.835 0.128 0.474 1.0770
H -0.0962 -2.1004 1.6544 0.032 1.624 -0.376 -0.4194
H -1.3331 -2.8491 -0.2900 1.661 3.063 -0.505 1.1350
H 0.1315 -2.2872 -0.7749 0.808 1.944 0.636 0.2184
H -2.3138 -0.4407 -0.7597 0.310 -0.891 -0.618 0.6678
H -1.2895 -1.2526 -2.1102 -0.893 0.748 -0.070 0.6369
H -0.7570 2.3769 -2.5018 0.166 -0.450 -0.177 0.5397
H -1.9590 2.2448 -1.2703 0.533 0.208 0.635 -0.1591
H -2.0732 1.1793 -2.5031 0.117 1.117 1.159 0.7388
H 1.2235 -0.7681 -2.0304 -1.749 1.023 0.825 -1.6760
H 1.7273 0.9754 -1.7487 -2.253 -1.836 1.105 -0.1154
H 0.5748 0.4583 -3.0266 0.410 -0.134 2.334 -0.3572
H 2.6842 0.2176 1.0132 -0.029 -0.592 0.013 0.9314
H 2.1340 -1.2271 0.0721 -0.307 0.340 -0.280 0.2806
H 2.2014 -1.3199 1.7267 0.037 1.012 -0.158 0.0803
O -1.2947 2.2420 3.1175 -5.705 2.725 2.585 -0.9162
H -1.8184 2.0272 2.3456 -0.598 0.126 0.050 0.5856
H -0.8766 1.4162 3.3613 -0.613 1.823 3.154 2.2515
O 3.9057 1.6097 1.3029 12.339 -4.973 -1.158 -0.9929
H 3.9119 1.3153 0.3921 0.640 0.149 -0.113 0.3744
H 3.0195 1.9439 1.4410 4.847 -1.179 0.390 0.4058
O 2.6369 1.2172 -2.9917 4.707 -0.838 -4.704 -1.0468
H 1.7055 1.3376 -3.1769 1.724 1.032 -1.230 0.1038
H 2.7978 1.7509 -2.2137 1.234 0.218 -1.345 0.2176
O -1.6425 -0.0781 -3.7230 -4.308 1.138 -1.630 -0.7054
H -1.3084 0.7904 -3.4986 0.298 0.119 -0.889 0.2042
H -2.5092 -0.1138 -3.3183 -0.259 -0.350 -0.111 0.4988
O 0.1892 -1.0215 -4.3670 -2.145 -1.175 -4.673 -1.0063
H -0.5287 -0.6373 -3.8639 0.317 -1.390 -0.571 0.3125
H 0.7025 -1.5065 -3.7208 -0.505 -0.439 -0.333 0.5960
O -3.2983 -1.4708 0.9326 -2.240 -2.556 0.196 -0.7728
H -3.2513 -0.6202 1.3689 -0.418 0.021 -0.959 0.3791
H -2.4378 -1.5810 0.5281 -0.624 0.325 0.339 -1.0613
O -4.2192 0.6625 -0.6182 -2.003 0.219 -1.237 -0.7576
H -3.4145 0.4316 -1.0824 -0.139 0.090 -0.049 0.5417
H -4.1832 1.6154 -0.5348 -0.257 0.347 -0.389 0.3576
O 2.9381 -1.4257 -2.1716 3.284 -0.756 0.983 -0.8472
H 2.4879 -0.7008 -1.7379 0.963 0.723 0.270 0.7926
H 3.1708 -1.0819 -3.0342 0.700 0.997 -0.197 0.4548
O -1.4690 3.2258 0.8579 -3.158 1.619 0.132 -0.7996
H -0.7990 3.8230 0.5252 -0.015 0.190 -0.049 0.3923
H -1.2110 2.3663 0.5249 0.557 0.572 -0.004 -0.2725
O 0.6623 3.0854 2.8995 3.288 3.915 1.361 -0.8295
H -0.2155 2.8158 2.6292 -0.964 0.534 -0.281 0.7572
H 0.7581 2.7370 3.7859 -0.112 0.867 0.151 0.6062
O 1.0091 0.9301 -4.3141 -0.729 7.153 -5.328 -0.5628
H 0.6888 1.4135 -5.0757 0.143 0.395 -0.436 0.1527
H 0.7678 0.0204 -4.4884 -0.339 -2.604 -1.285 0.6519
O 0.7942 3.6896 -1.1189 0.850 6.425 -5.185 -0.8570
H 0.0153 3.6245 -1.6714 0.147 0.439 0.028 0.3475
H 0.5971 3.1398 -0.3606 -0.368 0.609 -1.073 0.5434
O -2.0416 -0.4352 3.4367 -2.303 0.712 1.152 -0.5394
H -2.4239 -0.3648 4.3114 -0.078 -0.242 0.445 0.3460
H -2.7515 -0.1881 2.8440 -0.090 0.304 0.053 0.3245
O -0.0341 -4.0516 -1.5429 0.170 -2.269 -1.084 -0.9026
H -0.6095 -3.3017 -1.3922 0.163 -0.447 -0.589 0.6254
H 0.5750 -4.0389 -0.8045 0.237 -0.111 0.206 0.4133
O 1.2455 -2.4314 -3.3101 1.459 -6.403 1.060 -0.6998
H 1.9650 -2.0626 -2.7977 1.305 -0.278 1.012 0.4731
H 1.0490 -3.2649 -2.8824 -0.549 -0.408 0.049 0.3768
O 2.7856 2.2112 -1.1440 2.179 2.704 5.166 -0.3733
H 3.2642 2.9826 -0.8404 0.162 0.286 0.162 0.4745
H 2.0204 2.1626 -0.5711 -0.356 0.360 -0.177 -0.0277
O -1.0734 -3.8303 1.7648 3.322 -3.839 2.808 -0.9375
H -1.6941 -3.7219 1.0442 1.081 0.624 3.164 0.6060
H -0.2124 -3.7616 1.3522 0.599 -0.426 0.163 0.3709
O 2.0406 -3.2387 2.4291 0.272 -0.868 -0.368 -0.6745
H 1.9881 -2.3426 2.7613 -0.277 0.029 0.481 0.5053
H 1.7083 -3.7800 3.1452 -0.183 -0.062 0.277 0.3529
O -2.5492 0.7046 0.9823 -1.119 2.318 2.315 -0.4436
H -3.0472 1.5077 0.8296 -0.189 0.059 0.221 0.6132
H -1.6974 0.8701 0.5781 2.482 -0.172 -0.196 -1.9369
O 2.1676 2.3356 1.3435 -8.084 8.047 0.605 -0.5882
H 1.4595 1.9164 0.8545 -1.463 -0.272 -0.285 -0.9968
H 1.7488 3.0729 1.7876 -0.615 0.604 0.459 0.3986
O -2.3065 -3.5524 0.1661 -9.148 -4.463 -5.880 -0.4667
H -2.5192 -4.4846 0.1220 -0.513 -1.046 -0.319 0.4302
H -3.0429 -3.1176 -0.2639 -0.847 0.695 0.119 0.2928
O -0.5091 -2.2903 3.3932 1.411 0.035 3.664 -0.9043
H -1.1169 -1.5842 3.1736 0.038 -0.366 0.474 -0.0018
H -0.7341 -2.9974 2.7885 -0.542 -0.531 0.554 0.7116
O 2.6081 1.3436 3.4093 1.379 -1.057 3.335 -0.7490
H 1.8738 1.5464 3.9889 0.646 -0.375 0.396 0.4665
H 2.4330 1.8476 2.6147 -0.140 -0.170 0.710 0.8706
```
Positions in Å, forces in eV/Å.

For the frontier orbital gap, the calculation gives 6.892 eV. The energy above the lowest of the compared OMol25 structures with the same formula, charge and spin is 923.7 kcal/mol. Its HOMO energy is -5.1694 eV. As for the total charge: -1. For the strongest force on any atom, the calculation gives 13.35 eV/Å.

=====

2.
C9H6AuCl2N2NdO4 | ωB97M-V/def2-TZVPD

The geometry in XYZ format:
```
25
Properties=species:S:1:pos:R:3:forces:R:3:lowdin_spin:R:1
Au -0.5099 -5.4052 -2.1854 1.710 1.786 1.272 0.5017
Nd -1.7031 -0.6277 0.6078 -1.210 -2.318 1.607 3.0383
Cl 1.2110 -3.9759 -1.6967 -1.081 -0.458 -0.161 0.1989
Cl -2.2759 -0.6867 3.0161 0.349 0.177 -1.526 -0.0318
C -3.3230 1.1514 -0.2865 -4.620 4.392 -2.446 -0.0031
C -0.5247 -6.6739 -3.6769 2.603 -4.586 -6.081 0.1582
C -2.0822 -6.5662 -2.0000 -6.142 -3.771 2.260 0.1115
O -4.1046 1.8927 -0.7107 3.808 -3.582 2.089 0.0002
O -0.3145 -7.4973 -4.4531 -1.176 3.292 3.217 0.0082
O -2.9540 -7.3202 -1.9021 3.987 3.270 -0.703 0.0208
N 0.7405 4.9518 1.1888 -1.811 -0.999 -0.084 0.3684
C -0.0013 3.8237 0.9875 2.608 0.987 0.195 0.0266
O -1.2169 3.8595 0.7520 -0.043 0.321 0.282 0.5878
C 0.7653 2.5431 0.9840 -1.414 -0.760 -0.007 0.0221
C 2.1415 2.3833 0.8298 0.032 0.007 -0.285 -0.0071
C 2.6352 1.1012 0.5831 0.023 -0.014 0.205 0.0092
C 1.7617 0.0310 0.4575 -1.084 0.154 0.558 -0.0069
N 0.4097 0.1734 0.6791 1.547 1.998 0.626 -0.0038
C -0.0577 1.4174 1.0100 0.951 -0.944 -0.691 -0.0140
H 0.2424 5.8178 1.3208 -0.255 0.912 -0.152 0.0060
H 1.6695 4.9045 1.5763 0.458 0.022 0.317 0.0078
H 2.8315 3.2322 0.8591 -0.123 -0.329 -0.088 0.0003
H 3.7042 0.9306 0.4943 -0.095 0.031 -0.098 0.0006
H 2.0925 -0.9809 0.2594 0.115 0.091 -0.175 0.0003
H -1.1372 1.5205 1.3058 0.865 0.323 -0.131 -0.0004
```
Positions in Å, forces in eV/Å.

For the frontier orbital gap (alpha / beta), the calculation gives 7.352 / 4.836 eV. The energy above the lowest of the compared OMol25 structures with the same formula, charge and spin is 6.7 kcal/mol. Its HOMO energy (alpha / beta) is -21.7930 / -22.4524 eV. As for the total charge: +4. For the strongest force on any atom, the calculation gives 8.05 eV/Å. Its multiplicity is 6.

=====

3.
C9H6BrCl3 | ωB97M-V/def2-TZVPD

The geometry in XYZ format:
```
19
Properties=species:S:1:pos:R:3:forces:R:3:lowdin_spin:R:1
C -0.1437 1.3560 -1.2280 0.946 3.463 -2.502 0.1035
C -0.8987 1.5256 -0.1308 -2.278 2.918 1.691 -0.0027
C 0.5025 0.1776 -1.4416 1.738 -0.948 -0.764 -0.0036
C -1.1440 0.5578 0.8066 0.558 -0.083 -0.965 0.0984
C 0.4175 -0.8074 -0.4960 -1.136 -1.245 0.639 0.0986
C -0.4692 -0.6324 0.6074 0.005 -1.939 0.550 0.0499
C 0.3884 -1.4821 3.5830 1.007 0.252 2.263 0.6788
C 1.7039 -1.3697 3.5191 -0.622 -0.106 -0.238 0.0479
C -0.7632 -1.7524 1.4520 -1.026 -1.239 -1.597 0.5751
Cl -0.5528 -1.1689 4.9505 0.072 -0.065 -0.446 0.1679
Cl 2.5976 -0.7319 4.8558 0.266 -0.024 -0.285 0.0466
Cl 2.5780 -1.8421 2.1097 0.074 0.086 0.212 0.0031
Br -2.4913 -1.9382 2.2297 0.341 0.166 -0.142 0.1068
H -0.0142 2.3235 -1.9139 -0.183 -2.571 1.302 0.0035
H -1.3572 2.5404 0.0004 0.263 -1.087 -0.044 -0.0024
H 1.1663 0.0734 -2.2999 -0.307 -0.181 0.086 -0.0024
H -1.8800 0.6187 1.5661 -0.352 0.430 0.668 0.0057
H 0.7177 -1.8597 -0.6197 0.541 0.823 -0.240 0.0036
H -0.3431 -2.7864 1.4024 0.094 1.349 -0.189 0.0217
```
Positions in Å, forces in eV/Å.

For the frontier orbital gap (alpha / beta), the calculation gives 7.673 / 6.719 eV. Its HOMO energy (alpha / beta) is -7.0438 / -9.2892 eV. For the strongest force on any atom, the calculation gives 4.38 eV/Å. Its multiplicity is 3.